20
Properties=species:S:1:pos:R:3 method="wB97M-V/def2-TZVPD" smiles="CC(C)(C)[P@@](C)(=O)Cl" spin_multiplicity=1 de_lowest_ev=0.000 lumo_ev=0.69 total_energy_ha=-1074.51949 homo_lumo_gap_ev=10.524
C -0.52120 1.24888 1.04064
C -0.20922 1.30765 -1.46741
C -1.43578 -0.73660 -0.47259
C 1.04390 -1.73544 1.16329
C -0.41624 0.38397 -0.23747
O 1.80376 -0.99967 -1.31947
P 1.28191 -0.42936 -0.04802
Cl 2.69056 0.87609 0.33172
H 0.35335 1.99112 0.93563
H -1.47929 1.86624 1.06117
H -0.23647 0.67192 1.92563
H 0.52537 0.90505 -2.05715
H 0.13083 2.31793 -1.09801
H -1.17010 1.42199 -2.07221
H -0.90436 -1.52082 -0.97338
H -2.01892 -1.02256 0.49433
H -2.28870 -0.39676 -1.11564
H 0.04422 -1.70364 1.53156
H 1.06778 -2.55788 0.43928
H 1.73859 -1.88811 1.93809